# 1
Molecular formula: C33H30BF9O3
Method: DFT, ωB97M-V/def2-TZVPD

Output
E_HOMO: -6.182 eV
Maximum force: 0.060 Eh/bohr
Net charge: 0
Kohn-Sham gap: 1.7 eV

Cartesian coordinates (Å):
H (4.185, -0.704, 1.709)
H (-2.313, -1.613, 3.733)
H (-5.719, 0.821, 3.023)
H (-1.206, -0.277, 3.320)
H (-0.411, 3.578, 1.808)
C (3.282, -2.892, -0.755)
F (-3.962, -6.937, -1.319)
C (1.735, 2.073, 4.667)
H (2.064, 3.679, 1.679)
C (-4.933, 1.577, 2.900)
C (3.836, 2.688, 3.477)
H (-3.473, 6.610, 5.533)
H (-5.133, 2.130, 1.973)
H (-2.107, -4.812, -2.099)
C (1.582, 3.200, 2.524)
C (-2.522, 3.839, 3.985)
C (0.188, 3.131, 2.600)
C (1.500, -2.686, 0.914)
F (4.432, 2.153, 4.583)
C (-3.220, 5.804, 4.850)
H (-0.134, 1.595, 5.617)
H (-4.333, -0.933, 1.942)
F (4.277, 1.968, 2.394)
H (2.324, 1.675, 5.484)
C (-3.614, -0.145, 1.700)
O (-2.529, 1.533, 4.841)
F (4.317, 3.961, 3.331)
H (-1.739, -4.125, 2.818)
C (2.333, 2.656, 3.563)
H (-3.939, 0.333, 0.773)
C (-3.067, 0.362, 4.245)
O (-2.586, 1.869, 2.456)
C (3.580, -1.408, 1.155)
C (2.041, -3.272, -0.275)
C (0.336, 2.016, 4.732)
H (-4.785, 6.595, 2.092)
C (2.337, -1.773, 1.627)
C (-3.883, 6.889, 2.637)
C (-3.375, 5.829, 3.490)
F (-5.191, -5.985, 0.244)
C (-2.940, -4.893, 1.220)
B (-2.087, 2.329, 3.720)
C (4.036, -1.963, -0.043)
C (-1.844, -4.236, 1.736)
F (5.230, -0.895, -1.789)
H (-0.211, -3.545, -1.205)
H (-4.621, -1.077, 4.681)
H (-2.446, 4.167, 6.160)
C (-3.570, 0.901, 2.798)
H (3.673, -3.340, -1.669)
H (-4.139, 7.723, 3.298)
C (-3.029, -5.080, -0.157)
H (0.073, -2.617, 2.492)
C (-0.811, -3.725, 0.889)
H (-4.945, 0.558, 5.308)
F (6.188, -2.618, -0.806)
F (-4.848, -4.950, -1.669)
H (-1.404, -0.789, 5.016)
F (6.025, -0.692, 0.256)
H (-4.977, 2.282, 3.743)
C (-1.931, -0.642, 4.065)
H (1.979, -1.378, 2.581)
C (-2.036, -4.631, -1.029)
C (-0.953, -3.941, -0.515)
H (1.512, -4.072, -0.791)
C (0.234, -2.971, 1.471)
C (5.367, -1.541, -0.586)
C (-4.168, -0.190, 5.135)
H (-2.635, -0.597, 1.528)
O (-2.956, 4.643, 2.960)
H (-3.718, -5.263, 1.880)
C (-4.252, -5.739, -0.719)
C (-0.424, 2.514, 3.682)
H (-3.127, 7.226, 1.924)
H (-3.751, -0.484, 6.102)
C (-2.688, 4.514, 5.164)

---

# 2
Molecular formula: C6H6O
Method: DFT, ωB97M-V/def2-TZVPD

Output
E_HOMO: -8.808 eV
Maximum force: 0.008 Eh/bohr
Net charge: 0
Kohn-Sham gap: 9.4 eV

Cartesian coordinates (Å):
O (0.916, 2.572, 1.217)
H (-0.816, 1.955, 2.091)
C (-0.068, -1.143, -0.468)
C (-0.095, -1.727, -1.625)
C (-0.926, -0.483, -1.499)
H (0.941, -1.710, 1.405)
C (0.426, -0.910, 0.875)
C (0.063, 1.572, 1.583)
H (-0.591, 0.454, -1.955)
C (0.270, 0.294, 1.383)
H (1.634, 2.175, 0.703)
H (0.262, -2.492, -2.298)
H (-2.014, -0.556, -1.410)

---

# 3
Molecular formula: H16LiO8
Method: DFT, ωB97M-V/def2-TZVPD

Output
E_HOMO: -14.521 eV
Maximum force: 0.065 Eh/bohr
Net charge: +1
Kohn-Sham gap: 11.2 eV

Cartesian coordinates (Å):
H (-1.479, 1.646, -1.032)
H (-1.429, -0.320, 1.967)
H (2.563, -0.499, -0.475)
O (0.181, -1.816, -0.971)
H (2.539, -0.516, 2.030)
H (0.912, 2.079, 1.509)
H (-1.895, 0.190, -1.281)
O (-1.272, -0.989, 1.320)
H (-2.218, -1.333, -0.073)
H (1.788, 2.075, -0.964)
H (2.238, 0.225, -1.811)
O (0.050, 1.646, 1.493)
O (2.228, 0.309, -0.860)
O (1.239, 2.804, -1.067)
H (1.384, -1.448, 2.473)
O (-2.956, -1.320, -0.728)
H (1.172, 3.081, -1.989)
H (-1.430, -1.755, 1.842)
H (-0.555, 2.219, 1.015)
H (-0.326, -2.536, -0.537)
H (-3.370, -2.190, -0.679)
H (-0.308, -1.463, -1.768)
O (1.660, -0.810, 1.782)
Li (0.416, -0.067, 0.157)
O (-1.123, 0.799, -1.341)

---

Look up the net charge of the second one.
0